No. 1
Below is C6H14LuMgO4 as an isolated structure at a distorted geometry, with properties calculated with the ωB97M-V functional and the def2-TZVPD basis.

The geometry in XYZ format:
```
26
Properties=species:S:1:pos:R:3:forces:R:3:nbo_charge:R:1
O -3.157783 0.896233 3.025628 4.783 1.114 0.495 -0.901
Lu -3.972394 1.536922 4.935500 -0.202 -0.107 0.203 1.923
C -3.840529 0.591227 1.810471 1.664 0.589 -4.817 -0.300
H -3.769475 -0.454134 1.484602 -0.379 -0.076 1.075 0.246
H -3.113184 1.077167 0.965338 -2.643 -0.595 1.775 0.208
H -4.863415 0.976900 1.781388 0.317 0.010 0.089 0.254
O -1.121182 1.162069 -0.011105 2.237 1.184 5.199 -0.715
C -0.358638 1.538555 1.028381 0.203 0.960 -7.104 0.407
C 1.105758 1.173647 0.975465 -0.199 -1.855 0.604 -0.210
O 1.214770 0.021230 0.136315 -1.637 0.845 0.367 -0.645
C 2.504024 -0.316839 -0.362922 1.674 -0.249 -0.414 -0.118
C 2.286409 -1.437447 -1.351614 0.476 -0.470 0.338 -0.109
O 1.211378 -1.058838 -2.225067 -0.904 1.233 0.873 -0.701
C 1.061510 -1.927930 -3.351243 -0.050 -0.928 -1.146 -0.275
Mg -0.193669 0.084200 -1.335768 1.059 -1.192 -0.939 1.876
H -2.081026 1.091277 2.703798 -4.612 -0.896 1.996 0.562
H -0.516195 2.572791 1.374008 -1.039 -0.470 1.158 0.252
H 1.523515 0.960854 1.969342 0.047 0.133 -0.009 0.284
H 1.705417 1.989539 0.531936 -0.469 0.452 0.278 0.307
H 3.161135 -0.651135 0.450806 -0.165 0.078 -0.170 0.258
H 2.949848 0.563505 -0.849852 -0.091 -0.136 0.103 0.220
H 2.007893 -2.371280 -0.842490 0.123 0.156 -0.139 0.225
H 3.196923 -1.600691 -1.942693 -0.170 0.035 0.147 0.266
H 0.192680 -1.587014 -3.921294 0.201 -0.077 0.017 0.215
H 1.963108 -1.872902 -3.973279 -0.265 0.011 0.119 0.244
H 0.903120 -2.957906 -3.005651 0.041 0.250 -0.098 0.224
```
Forces are in eV/Å.

highest occupied orbital energy (spin up / spin down): -22.01 / -23.03 eV
energy relative to the best compared isomer or geometry (same formula, charge and spin): 0.000 eV
frontier orbital gap (spin up / spin down): 6.0 / 7.0 eV
energy: -53656.2044 eV
strongest force on any atom: 7.17 eV/Å
total charge: +4
multiplicity: 2

---

No. 2
Below is C16H28As2CoS3 as an isolated structure at a distorted geometry, with properties calculated with the ωB97M-V functional and the def2-TZVPD basis.

The geometry in XYZ format:
```
50
Properties=species:S:1:pos:R:3:forces:R:3:nbo_charge:R:1
Co 0.634669 -0.499753 -0.482658 -1.202 0.900 -0.120 0.520
C 0.759979 0.976081 -3.345059 -0.115 0.018 0.001 -0.534
C 1.512031 -0.302147 -3.673478 0.003 -0.078 0.085 -0.550
S 2.100974 -1.203010 -2.203379 0.359 0.193 0.207 0.271
C 1.486173 -2.873376 -2.510549 0.017 0.042 0.041 -0.542
C -0.024134 -3.010552 -2.557080 -0.003 -0.083 0.074 -0.543
S -0.833835 -2.291290 -1.092985 0.545 0.386 0.130 0.327
C -2.184329 -1.343713 -1.840417 -0.011 -0.046 -0.039 -0.541
C -1.745485 -0.267013 -2.813279 -0.049 0.085 0.047 -0.548
S -0.510770 0.834011 -2.060650 0.177 -0.324 0.033 0.295
H 0.281454 1.374180 -4.239124 0.035 0.064 -0.038 0.266
H 1.434432 1.742143 -2.963826 0.036 0.023 -0.005 0.250
H 2.393647 -0.044944 -4.254510 0.027 -0.003 -0.131 0.270
H 0.912124 -0.987034 -4.270565 -0.028 0.023 -0.015 0.232
H 1.907471 -3.462348 -1.695092 0.015 -0.041 -0.027 0.256
H 1.931512 -3.231023 -3.437805 -0.017 -0.079 -0.018 0.266
H -0.282785 -4.066821 -2.573115 -0.063 -0.064 -0.058 0.270
H -0.456374 -2.547955 -3.441447 0.045 -0.008 -0.026 0.231
H -2.710959 -0.915050 -0.986367 -0.043 0.018 -0.026 0.256
H -2.859450 -2.047383 -2.327804 -0.046 -0.003 0.024 0.268
H -2.607436 0.348059 -3.067796 -0.015 -0.005 -0.095 0.270
H -1.336086 -0.667076 -3.738818 -0.018 -0.051 0.017 0.235
C -0.156920 -2.843153 2.280065 -0.212 0.098 0.021 -0.941
As 0.489150 -1.083772 1.821405 0.383 -0.615 0.037 0.983
C 1.874352 -0.872271 3.149767 -0.062 -0.367 -0.035 -0.918
C -0.828318 0.226937 2.301500 -0.005 0.289 -0.246 -0.409
C -1.945036 -0.048583 3.081371 0.184 0.163 0.068 -0.199
C -2.796651 0.991032 3.433118 -0.034 0.087 0.016 -0.167
C -2.530426 2.289464 3.014405 -0.037 -0.051 0.013 -0.169
C -1.423102 2.564003 2.218966 0.021 -0.125 -0.104 -0.223
C -0.573712 1.530555 1.835565 -0.070 -0.142 0.082 -0.263
As 0.931324 1.809053 0.613595 -0.064 -0.137 0.285 0.956
C 2.337828 2.570296 1.718217 0.036 -0.096 -0.137 -0.913
C 0.473624 3.470819 -0.284532 0.034 -0.157 -0.168 -0.935
H -1.086635 -3.062733 1.764045 -0.051 -0.032 0.005 0.252
H -0.301941 -2.913901 3.355545 -0.012 0.013 0.051 0.257
H 0.598177 -3.564735 1.978391 0.055 -0.027 -0.022 0.258
H 1.396206 -0.807914 4.122624 -0.030 0.013 0.097 0.256
H 2.469158 0.000955 2.970262 0.216 0.350 -0.044 0.236
H 2.521348 -1.745840 3.115736 0.014 -0.055 0.004 0.259
H -2.139828 -1.051253 3.440483 -0.013 -0.014 -0.024 0.232
H -3.665373 0.787580 4.046817 0.024 0.023 -0.037 0.246
H -3.198305 3.093934 3.296710 0.042 -0.034 0.009 0.246
H -1.245413 3.578777 1.884927 -0.015 0.003 0.020 0.228
H 1.899556 3.404548 2.261155 -0.039 0.030 0.006 0.250
H 3.139619 2.931306 1.077305 -0.006 0.007 -0.046 0.257
H 2.739918 1.863062 2.421838 0.151 -0.174 0.186 0.239
H 0.632269 4.291624 0.412505 0.006 -0.048 0.036 0.255
H -0.553427 3.467412 -0.621948 -0.170 -0.012 -0.100 0.255
H 1.139733 3.608813 -1.134033 0.005 0.041 -0.034 0.249
```
Forces are in eV/Å.

highest occupied orbital energy (spin up / spin down): -15.04 / -14.97 eV
energy relative to the best compared isomer or geometry (same formula, charge and spin): 0.000 eV
frontier orbital gap (spin up / spin down): 7.6 / 8.8 eV
energy: -208842.3419 eV
strongest force on any atom: 1.51 eV/Å
total charge: +2
multiplicity: 2